# 1
22
Properties=species:S:1:pos:R:3:forces:R:3:nbo_charge:R:1 method="wB97M-V/def2-TZVPD" e_homo_ha=-0.15133 relative_energy_kj_mol=69.0 smiles="C[S@@]([O-])(=Cc1ccc(Cl)nc1)=N[N+](=O)[O-]" multiplicity=1 total_charge=-1
C -1.025 -1.702 0.744 1.138 1.209 -0.863 -0.818
S -1.411 -0.111 1.562 -2.994 2.743 -1.464 1.800
O -1.540 -0.301 2.999 0.150 -0.729 -0.232 -0.928
C -0.382 1.146 1.086 -0.307 -0.414 0.081 -0.815
C 1.027 1.161 1.242 -0.654 2.143 -0.651 -0.026
C 1.711 2.299 0.621 -0.077 -1.588 -0.717 -0.195
C 3.051 2.095 0.472 1.790 1.770 -0.248 -0.252
C 3.701 1.021 1.123 0.286 1.306 -1.750 0.120
Cl 5.431 0.909 1.054 0.740 0.081 -0.253 -0.057
N 3.094 0.063 1.676 -0.335 -1.408 2.247 -0.406
C 1.794 0.200 1.881 -1.793 -1.285 -0.642 -0.076
N -3.025 0.620 0.738 2.054 -1.928 1.278 -0.495
N -3.940 -0.352 0.801 -0.241 -0.567 0.233 0.546
O -3.672 -1.505 1.260 -0.097 0.948 -0.331 -0.556
O -5.085 -0.096 0.383 0.893 0.229 0.147 -0.488
H -1.422 -1.712 -0.360 0.459 -0.024 2.495 0.267
H 0.120 -1.550 0.696 -1.599 -1.004 0.104 0.236
H -1.432 -2.446 1.478 0.628 0.494 -1.178 0.276
H -0.804 2.133 0.925 -0.722 -0.600 -0.155 0.253
H 1.204 3.103 0.013 0.356 -1.077 1.051 0.220
H 3.707 2.795 -0.126 -0.892 -0.719 0.839 0.213
H 1.170 -0.611 2.332 1.217 0.422 0.010 0.181

***

# 2
16
Properties=species:S:1:pos:R:3:forces:R:3:nbo_charge:R:1 method="wB97M-V/def2-TZVPD" e_homo_ha=-0.27649 relative_energy_kj_mol=166.6 multiplicity=1 total_charge=0
C -1.612 1.568 -0.677 3.084 -2.340 1.427 -0.362
C -0.320 1.124 -0.593 -1.260 0.530 -0.531 -0.064
C 0.855 1.579 -1.370 -0.246 -4.415 2.636 -0.236
C 1.867 0.671 -1.305 -0.575 2.282 -0.503 -0.353
S 1.719 -0.585 -0.120 0.512 0.528 -0.640 0.344
C 0.062 -0.064 0.166 -0.603 -0.370 0.149 -0.248
C -0.668 -0.893 0.903 3.433 -2.758 1.913 -0.034
C 0.240 -2.170 1.665 -2.328 4.165 -1.208 -0.631
Cl -2.306 -0.913 1.155 -1.347 0.086 0.376 0.069
H -2.420 1.130 -0.186 -0.750 -0.876 0.892 0.200
H -1.906 2.352 -1.214 -0.542 3.268 -2.387 0.185
H 0.825 2.395 -1.944 0.060 2.893 -2.270 0.211
H 2.711 0.867 -1.948 0.521 -0.576 0.295 0.236
H -0.497 -2.696 2.166 -1.485 -1.723 0.497 0.215
H 0.659 -2.637 0.794 0.793 -0.619 0.386 0.233
H 0.791 -1.729 2.509 0.733 -0.077 -1.032 0.232